Record 1
Entry from the OMol25 dataset: a molecular structure, C61H63N3NiO3P3S3 at a distorted geometry (wB97M-V/def2-TZVPD).

XYZ file:
```
137
Properties=species:S:1:pos:R:3:lowdin_charge:R:1
Ni -0.84 -0.25 0.15 -0.09
O 1.67 -0.78 1.59 -0.55
S 0.66 -1.71 1.08 0.89
C 1.65 -2.93 0.18 -0.27
C 2.80 -3.32 0.83 -0.06
C 3.68 -4.28 0.32 0.01
C 3.36 -4.85 -0.88 -0.14
C 4.07 -5.89 -1.69 -0.09
C 3.20 -6.07 -2.96 -0.09
C 2.08 -5.08 -2.80 -0.14
C 1.03 -4.76 -3.61 0.01
C 0.16 -3.75 -3.20 -0.05
C 0.28 -3.07 -2.00 -0.27
P -0.78 -1.58 -1.81 1.10
C -2.24 -2.10 -2.79 -0.37
C -2.61 -1.53 -4.00 -0.09
C -3.76 -1.95 -4.65 -0.07
C -4.55 -2.94 -4.09 -0.07
C -4.19 -3.51 -2.88 -0.07
C -3.05 -3.09 -2.23 -0.12
C 0.09 -0.45 -2.92 -0.45
C 1.42 -0.66 -3.37 -0.15
C 2.13 0.34 -3.95 -0.06
C 1.63 1.74 -4.04 -0.31
C 0.21 1.87 -3.63 -0.06
C -0.48 0.84 -3.10 -0.20
C 1.33 -3.43 -1.10 -0.13
C 2.21 -4.42 -1.57 -0.08
C 0.37 -2.63 2.62 -0.24
C 0.69 -3.96 2.80 -0.05
C 0.97 -4.50 4.07 0.01
C 0.98 -3.67 5.15 -0.14
C 1.36 -3.87 6.59 -0.09
C 1.14 -2.50 7.27 -0.09
C 0.64 -1.60 6.18 -0.14
C 0.26 -0.29 6.17 0.01
C -0.22 0.25 4.97 -0.06
C -0.27 -0.45 3.78 -0.29
P -1.12 0.39 2.39 1.13
C -0.42 2.06 2.70 -0.36
C -1.15 3.17 3.09 -0.10
C -0.50 4.36 3.36 -0.08
C 0.87 4.46 3.21 -0.07
C 1.61 3.35 2.81 -0.08
C 0.97 2.15 2.57 -0.12
C -2.81 0.51 3.11 -0.31
C -3.75 1.30 2.44 -0.13
C -5.03 1.45 2.93 -0.07
C -5.39 0.84 4.12 -0.07
C -4.47 0.04 4.78 -0.06
C -3.20 -0.15 4.27 -0.07
C 0.19 -1.78 3.75 -0.15
C 0.58 -2.33 4.98 -0.08
H 3.02 -2.86 1.79 0.12
H 4.56 -4.55 0.87 0.12
H 4.15 -6.83 -1.14 0.13
H 5.08 -5.57 -1.94 0.13
H 2.80 -7.08 -3.05 0.13
H 3.77 -5.87 -3.87 0.13
H 0.87 -5.24 -4.57 0.12
H -0.65 -3.47 -3.86 0.11
H -1.98 -0.77 -4.45 0.11
H -4.03 -1.51 -5.59 0.11
H -5.45 -3.26 -4.60 0.11
H -4.81 -4.29 -2.45 0.11
H -2.77 -3.54 -1.28 0.11
H 1.87 -1.63 -3.25 0.10
H 3.13 0.16 -4.32 0.10
H 1.77 2.11 -5.07 0.14
H -0.23 2.85 -3.71 0.09
H -1.49 1.00 -2.74 0.08
H 0.80 -4.60 1.94 0.12
H 1.23 -5.55 4.16 0.12
H 2.40 -4.20 6.68 0.13
H 0.73 -4.64 7.05 0.13
H 2.06 -2.11 7.71 0.13
H 0.40 -2.56 8.08 0.13
H 0.30 0.33 7.06 0.12
H -0.60 1.26 5.00 0.12
H -2.22 3.09 3.24 0.10
H -1.07 5.21 3.70 0.11
H 1.37 5.39 3.43 0.11
H 2.68 3.43 2.70 0.11
H 1.53 1.27 2.30 0.07
H -3.45 1.79 1.52 0.08
H -5.74 2.05 2.39 0.11
H -6.38 0.98 4.53 0.11
H -4.75 -0.44 5.71 0.11
H -2.52 -0.80 4.79 0.10
C 4.22 4.29 -3.08 -0.06
C 3.04 3.76 -3.88 -0.41
C 2.00 4.85 -4.11 -0.05
O 2.50 2.60 -3.21 -0.26
P 2.23 2.56 -1.04 0.17
S 1.63 4.36 -0.62 0.40
S 1.33 0.90 -0.51 0.58
O 3.79 2.49 -0.83 -0.35
C 4.68 1.42 -0.53 -0.43
C 4.48 0.92 0.89 -0.05
C 4.60 0.29 -1.54 -0.05
H 4.69 5.10 -3.64 0.09
H 4.95 3.50 -2.91 0.08
H 3.89 4.68 -2.12 0.03
H 3.42 3.40 -4.85 0.15
H 1.57 5.17 -3.16 0.03
H 1.19 4.50 -4.76 0.07
H 2.48 5.69 -4.59 0.09
H 5.66 1.91 -0.61 0.15
H 3.53 0.39 0.99 0.02
H 4.49 1.76 1.59 0.08
H 5.29 0.24 1.15 0.09
H 3.65 -0.22 -1.46 0.04
H 5.40 -0.42 -1.36 0.09
H 4.71 0.68 -2.55 0.07
C -2.67 4.77 -1.20 -0.14
C -1.80 4.19 -0.10 -0.20
N -1.67 2.78 -0.35 0.10
C -2.72 1.99 -0.68 -0.40
N -2.59 0.70 -0.52 -0.01
C -3.79 -0.10 -0.69 -0.21
C -4.59 0.38 -1.89 -0.13
C -4.98 1.82 -1.61 -0.14
N -3.81 2.59 -1.23 -0.02
C -4.00 4.02 -1.19 -0.14
H -2.17 4.64 -2.16 0.12
H -2.85 5.84 -1.04 0.12
H -2.28 4.38 0.88 0.11
H -0.81 4.64 -0.09 0.03
H -0.88 2.28 0.05 0.05
H -4.40 -0.03 0.21 0.11
H -3.51 -1.15 -0.81 0.07
H -5.48 -0.23 -2.04 0.12
H -3.98 0.33 -2.79 0.10
H -5.73 1.87 -0.81 0.13
H -5.41 2.29 -2.51 0.13
H -4.57 4.30 -0.30 0.13
H -4.59 4.30 -2.07 0.13
```

Results
net charge	+1
LUMO energy (spin up / spin down)	-3.195 / -3.364	eV
orbital gap (spin up / spin down)	4.62 / 4.42	eV
E_HOMO (spin up / spin down)	-7.82 / -7.79	eV

***

Record 2
Entry from the OMol25 dataset: 4 unconnected molecules or ions with the total composition C61H66FN3O12P at a distorted geometry (wB97M-V/def2-TZVPD).

XYZ file:
```
144
Properties=species:S:1:pos:R:3:lowdin_charge:R:1
C -4.14 -1.11 -1.63 -0.06
C -3.75 -2.15 -2.66 -0.24
O -2.44 -1.92 -3.23 -0.23
P -1.23 -2.86 -2.80 0.46
O -1.34 -4.30 -3.10 -0.25
C -0.94 -2.50 -1.07 -0.19
C -0.78 -1.00 -0.74 -0.19
C 0.71 -0.68 -0.66 -0.15
N 0.98 0.73 -0.25 0.00
C 0.59 1.71 -1.30 -0.15
O -0.44 2.58 -0.94 -0.08
O -1.65 1.79 -0.78 -0.03
C 2.28 0.85 0.22 -0.27
N 3.23 -0.09 -0.23 0.15
N 2.62 1.73 1.14 0.07
C 3.99 1.70 1.70 -0.10
C 5.07 2.52 0.99 -0.16
F 5.47 3.56 1.81 -0.03
C 1.69 2.69 1.82 -0.11
C 2.37 3.97 2.32 -0.15
C 2.71 5.06 1.29 -0.20
C 1.53 5.91 0.81 -0.20
C 1.94 7.24 0.17 -0.20
C 2.99 7.13 -0.94 -0.17
C 4.45 7.23 -0.49 -0.25
O 5.24 7.66 -1.57 -0.19
C 6.52 7.08 -1.72 -0.10
O -0.04 -2.04 -3.48 -0.22
C -0.17 -0.87 -4.31 -0.24
C 1.24 -0.30 -4.53 -0.06
H -3.58 -0.18 -1.79 0.08
H -5.21 -0.87 -1.72 0.09
H -3.96 -1.45 -0.60 0.06
H -3.78 -3.17 -2.26 0.12
H -4.43 -2.12 -3.53 0.10
H -0.02 -3.06 -0.84 0.11
H -1.74 -2.98 -0.49 0.10
H -1.25 -0.40 -1.53 0.08
H -1.28 -0.74 0.19 0.10
H 1.17 -1.32 0.11 0.13
H 1.22 -0.90 -1.61 0.11
H 1.41 2.39 -1.55 0.16
H 0.31 1.12 -2.18 0.12
H -1.86 1.95 0.15 -0.02
H 3.66 -0.64 0.49 0.11
H 3.95 0.32 -0.81 0.12
H 3.88 2.06 2.73 0.13
H 4.29 0.65 1.78 0.12
H 5.94 1.90 0.79 0.13
H 4.70 2.94 0.05 0.12
H 0.88 2.92 1.14 0.12
H 1.27 2.13 2.67 0.08
H 1.67 4.40 3.06 0.13
H 3.27 3.72 2.89 0.09
H 3.44 5.73 1.77 0.12
H 3.24 4.62 0.43 0.09
H 0.87 6.10 1.67 0.12
H 0.94 5.37 0.07 0.10
H 1.03 7.69 -0.26 0.11
H 2.28 7.95 0.94 0.12
H 2.84 6.19 -1.49 0.11
H 2.85 7.94 -1.67 0.12
H 4.53 7.96 0.34 0.13
H 4.84 6.27 -0.13 0.10
H 7.29 7.86 -1.75 0.09
H 6.74 6.40 -0.88 0.08
H 6.56 6.51 -2.66 0.09
H -0.84 -0.15 -3.82 0.10
H -0.64 -1.17 -5.25 0.13
H 1.93 -0.73 -3.80 0.07
H 1.62 -0.52 -5.53 0.08
H 1.25 0.79 -4.41 0.07
C 7.76 0.45 3.85 -0.06
C 8.13 -0.88 3.73 -0.05
C 7.49 -1.85 4.49 0.00
C 6.46 -1.48 5.36 -0.08
C 6.12 -0.14 5.49 -0.09
C 6.77 0.83 4.75 -0.01
C 5.02 0.31 6.39 -0.29
O 4.70 1.47 6.46 0.10
C 4.25 -0.75 7.10 -0.10
C 3.15 -0.37 7.86 0.00
C 2.32 -1.33 8.40 -0.05
C 2.61 -2.68 8.22 -0.06
C 3.74 -3.07 7.52 -0.01
C 4.55 -2.11 6.93 -0.11
C 5.69 -2.55 6.08 -0.28
O 5.94 -3.72 5.89 0.12
H 8.24 1.20 3.24 0.11
H 8.91 -1.17 3.04 0.11
H 7.74 -2.90 4.41 0.12
H 6.48 1.87 4.85 0.12
H 2.93 0.69 7.96 0.12
H 1.43 -1.04 8.93 0.11
H 1.92 -3.42 8.60 0.11
H 3.96 -4.12 7.34 0.13
C -4.45 -4.41 -6.88 -0.05
C -4.74 -3.98 -5.58 -0.05
C -6.06 -3.77 -5.21 -0.01
C -7.09 -3.95 -6.12 -0.08
C -6.79 -4.36 -7.42 -0.08
C -5.47 -4.60 -7.79 0.00
C -7.87 -4.55 -8.44 -0.28
O -7.61 -4.92 -9.56 0.11
C -9.27 -4.26 -8.01 -0.08
C -10.29 -4.39 -8.94 0.00
C -11.60 -4.14 -8.57 -0.05
C -11.90 -3.77 -7.27 -0.05
C -10.88 -3.64 -6.33 0.00
C -9.57 -3.88 -6.70 -0.08
C -8.49 -3.71 -5.68 -0.28
O -8.74 -3.39 -4.54 0.10
H -3.42 -4.59 -7.16 0.11
H -3.94 -3.85 -4.88 0.09
H -6.32 -3.45 -4.21 0.11
H -5.27 -4.92 -8.80 0.12
H -10.04 -4.69 -9.95 0.12
H -12.40 -4.24 -9.30 0.11
H -12.92 -3.58 -6.98 0.11
H -11.09 -3.35 -5.31 0.12
C -3.69 1.27 1.26 -0.02
C -4.52 0.24 1.69 -0.03
C -4.01 -0.78 2.48 0.02
C -2.66 -0.77 2.83 -0.07
C -1.83 0.26 2.38 -0.07
C -2.35 1.28 1.60 -0.03
C -0.38 0.27 2.72 -0.19
O 0.36 1.16 2.33 -0.01
C 0.15 -0.85 3.54 -0.07
C 1.50 -0.88 3.85 0.01
C 2.02 -1.91 4.60 -0.03
C 1.19 -2.93 5.06 -0.03
C -0.16 -2.91 4.78 0.03
C -0.69 -1.87 4.01 -0.07
C -2.15 -1.88 3.69 -0.27
O -2.88 -2.75 4.11 0.13
H -4.10 2.07 0.65 0.13
H -5.57 0.24 1.42 0.12
H -4.63 -1.58 2.83 0.13
H -1.69 2.07 1.27 0.12
H 2.13 -0.07 3.48 0.11
H 3.08 -1.94 4.84 0.10
H 1.63 -3.73 5.64 0.11
H -0.83 -3.69 5.13 0.13
```

Results
net charge	+1
LUMO energy	-4.050	eV
orbital gap	6.83	eV
E_HOMO	-10.88	eV